98
Properties=species:S:1:pos:R:3:lowdin_spin:R:1 method="wB97M-V/def2-TZVPD" e_above_lowest_kcal_mol=116.1 homo_lumo_gap_ev="6.56 / 3.45" mol_weight_g_mol=1396.63 homo_ev="-7.22 / -7.22" multiplicity=2 lumo_energy_ev="-0.7 / -3.8"
Tl 11.456 10.036 15.030 0.003
F 6.550 14.913 19.864 0.000
C 7.221 13.817 19.348 0.000
C 7.641 12.848 20.248 0.000
F 7.216 12.963 21.515 0.000
C 8.464 11.809 19.813 0.000
F 9.002 10.975 20.775 0.000
C 8.815 11.685 18.428 0.000
P 9.903 10.496 17.785 0.000
C 11.465 10.698 18.653 0.000
C 12.410 11.589 18.089 0.000
C 13.610 11.862 18.773 0.000
C 13.953 11.180 19.940 0.000
C 12.991 10.263 20.483 0.000
C 11.779 10.023 19.856 0.000
C 9.274 8.914 18.298 0.000
C 7.937 8.715 18.643 0.000
C 7.479 7.409 18.930 0.000
C 8.347 6.331 18.886 0.000
C 9.714 6.490 18.432 0.000
C 10.162 7.767 18.180 0.000
C 8.293 12.668 17.578 0.000
Br 8.571 12.596 15.616 0.000
C 7.541 13.777 18.000 0.000
F 7.359 14.858 17.226 0.000
H 12.080 12.184 17.266 0.000
H 14.353 12.437 18.258 0.000
H 14.840 11.460 20.504 0.000
H 13.224 9.746 21.365 0.000
H 11.065 9.409 20.368 0.000
H 7.230 9.533 18.727 0.000
H 6.447 7.241 19.189 0.000
H 7.996 5.374 19.291 0.000
H 10.319 5.672 18.153 0.000
H 11.198 7.859 17.885 0.000
N 15.707 10.108 6.712 0.000
C 15.844 10.381 8.074 0.000
C 16.256 11.654 8.575 0.000
C 16.268 11.833 9.967 0.000
C 15.990 10.756 10.859 0.000
C 15.572 9.535 10.390 0.000
C 15.529 9.365 9.006 0.000
S 16.026 11.058 12.647 0.000
O 16.613 12.408 12.897 0.000
O 16.673 9.964 13.264 0.000
N 14.524 11.046 13.075 0.000
C 13.606 12.006 12.906 0.000
N 12.950 12.475 14.049 0.000
C 12.241 13.591 14.020 0.000
C 11.907 14.207 12.797 0.000
C 12.384 13.517 11.668 0.000
N 13.191 12.448 11.690 0.000
H 15.536 10.889 6.084 0.000
H 15.250 9.274 6.488 0.000
H 16.579 12.487 7.925 0.000
H 16.512 12.798 10.425 0.000
H 15.278 8.844 11.180 0.000
H 15.188 8.379 8.612 0.000
H 12.044 13.986 14.983 0.000
H 11.103 14.906 12.589 0.000
H 12.135 13.866 10.660 0.000
F 10.554 8.218 12.924 0.046
Sb 9.716 6.827 14.115 0.007
F 9.023 8.395 15.028 0.001
F 11.175 7.035 15.282 0.001
F 8.801 5.673 15.321 0.000
F 10.609 5.281 13.420 0.001
F 8.447 6.738 12.731 0.032
S 3.250 7.393 12.245 0.001
C 4.813 8.103 12.817 0.000
C 5.764 7.906 11.869 0.009
N 5.393 7.112 10.802 0.000
C 4.114 6.747 10.922 0.000
H 4.867 8.584 13.778 0.000
H 6.777 8.271 11.793 0.019
H 3.567 6.098 10.239 0.000
C 7.726 9.491 8.094 0.020
C 8.541 8.255 8.364 0.163
Sb 9.469 8.667 10.374 0.474
C 11.371 7.653 10.058 0.036
C 10.924 6.184 10.241 0.007
C 10.015 10.752 10.209 0.091
C 11.062 10.971 9.145 0.035
H 7.454 9.489 7.030 0.010
H 8.262 10.438 8.308 0.002
H 6.736 9.514 8.621 0.001
H 9.471 8.065 7.801 0.016
H 7.998 7.297 8.507 -0.001
H 11.963 8.068 10.932 0.000
H 11.861 7.902 9.098 0.006
H 9.903 6.010 10.511 0.004
H 11.414 5.727 11.138 0.000
H 11.126 5.521 9.350 0.000
H 10.437 11.089 11.213 -0.002
H 9.108 11.340 10.025 0.000
H 12.037 11.284 9.676 0.003
H 10.717 11.737 8.372 0.007
H 11.282 10.092 8.530 0.007



85
Properties=species:S:1:pos:R:3:lowdin_spin:R:1 method="wB97M-V/def2-TZVPD" e_above_lowest_kcal_mol=8.5 total_charge=+2 homo_lumo_gap_ev="6.90 / 4.09" mol_weight_g_mol=874.64 homo_ev="-12.59 / -12.57" multiplicity=5 lumo_energy_ev="-5.7 / -8.5"
Ru 0.543 -0.429 -0.168 2.317
C 5.426 -0.683 -1.954 0.001
C 5.122 -0.135 -0.551 0.003
C 5.968 -0.841 0.516 0.001
C 5.321 1.392 -0.500 0.002
C 3.692 -0.383 -0.272 0.029
N 2.575 -0.564 -0.086 0.017
H 6.452 -0.414 -2.206 0.000
H 4.768 -0.249 -2.707 0.000
H 5.338 -1.769 -1.984 0.000
H 7.015 -0.611 0.316 0.000
H 5.840 -1.923 0.476 0.000
H 5.720 -0.494 1.517 0.000
H 6.353 1.604 -0.780 0.000
H 5.147 1.779 0.504 0.000
H 4.661 1.909 -1.198 0.000
Br 1.791 8.067 -1.720 0.001
C 1.538 6.258 -1.312 0.003
C 1.814 5.806 -0.028 0.000
C 1.614 4.471 0.274 0.004
C 1.156 3.595 -0.708 0.006
C 0.892 4.062 -1.994 0.004
C 1.077 5.398 -2.300 0.000
C 0.941 2.183 -0.386 0.022
O 0.974 1.739 0.790 0.125
O 0.712 1.340 -1.337 0.160
H 2.175 6.496 0.722 0.000
H 1.811 4.103 1.273 0.001
H 0.544 3.375 -2.753 0.001
H 0.871 5.773 -3.292 0.000
Se 0.660 -2.007 -2.188 0.785
C 1.057 -3.684 -1.468 0.088
C 1.554 -3.867 -0.174 0.067
C 1.830 -5.161 0.231 -0.011
N 1.633 -6.238 -0.537 0.077
C 1.160 -6.044 -1.768 -0.010
C 0.866 -4.791 -2.293 0.078
H 1.754 -3.036 0.488 0.010
H 2.232 -5.350 1.220 -0.002
H 1.014 -6.931 -2.371 -0.002
H 0.498 -4.687 -3.304 0.003
N -6.170 0.358 -2.620 0.000
C -7.535 0.408 -2.455 0.007
C -8.582 0.573 -3.369 -0.001
C -9.846 0.557 -2.839 0.007
C -10.081 0.383 -1.452 0.001
C -9.049 0.219 -0.567 0.003
C -7.746 0.228 -1.086 0.004
N -6.541 0.070 -0.433 0.010
C -5.635 0.156 -1.372 -0.001
C -4.219 0.036 -1.091 0.014
C -3.218 0.234 -2.046 0.000
C -1.903 0.091 -1.695 0.020
N -1.500 -0.237 -0.442 0.009
C -2.475 -0.401 0.488 0.009
C -3.806 -0.280 0.210 0.000
H -5.679 0.458 -3.491 0.000
H -8.413 0.710 -4.428 0.000
H -10.694 0.681 -3.500 0.000
H -11.101 0.382 -1.092 0.000
H -9.218 0.088 0.493 0.000
H -3.446 0.520 -3.063 0.000
H -1.120 0.288 -2.412 0.003
H -2.161 -0.637 1.490 0.001
H -4.549 -0.417 0.983 0.000
C -0.618 0.576 3.054 0.009
P 0.420 -0.685 2.248 0.076
C -0.317 -2.295 2.646 0.027
C 2.006 -0.644 3.110 0.005
C 2.360 -1.661 3.996 0.003
C 3.528 -1.560 4.744 0.000
C 4.335 -0.441 4.621 0.003
C 3.979 0.581 3.748 0.000
C 2.826 0.483 2.986 0.002
H -0.009 1.070 3.809 0.001
H -1.472 0.104 3.540 0.001
H -0.955 1.323 2.340 0.001
H -0.646 -2.309 3.687 0.005
H 0.411 -3.089 2.491 0.000
H -1.173 -2.497 2.005 0.002
H 1.735 -2.533 4.131 0.000
H 3.792 -2.350 5.434 0.000
H 5.236 -0.358 5.215 0.000
H 4.600 1.465 3.670 0.000
H 2.539 1.292 2.326 0.000



84
Properties=species:S:1:pos:R:3:mulliken_charge:R:1 method="wB97M-V/def2-TZVPD" e_above_lowest_kcal_mol=218.6 total_charge=-1 homo_lumo_gap_ev=2.85 mol_weight_g_mol=687.75 homo_ev=-1.98 lumo_energy_ev=0.9
Ca 2.031 -3.048 -2.039 1.308
O 1.095 1.433 1.292 -0.816
P 0.189 2.456 2.133 1.139
C -1.728 3.113 1.555 -1.089
P -2.313 1.804 0.226 0.008
O -4.175 -1.178 -3.482 -0.815
C -3.325 0.665 1.334 0.492
C -2.677 -0.536 1.364 -0.303
C -3.235 -1.653 1.979 -0.567
C -4.454 -1.516 2.582 -0.529
C -4.918 -0.218 2.818 -0.807
C -4.341 0.890 2.254 -0.305
C -3.815 2.849 -0.149 0.940
C -3.401 3.532 -1.292 -0.571
C -4.342 3.729 -2.340 -0.658
C -5.672 3.385 -2.117 -0.348
C -6.118 3.020 -0.855 -0.567
C -5.204 2.835 0.165 -0.289
C -0.049 1.808 3.892 0.629
C 0.798 0.718 4.151 -0.859
C 0.914 0.320 5.463 -0.538
C 0.572 1.185 6.522 -0.266
C -0.196 2.266 6.319 -0.688
C -0.713 2.416 5.018 -0.262
C 1.258 3.876 2.118 0.552
C 0.770 4.672 3.166 -0.305
C 1.480 5.787 3.535 -0.865
C 2.649 5.956 2.795 -0.277
C 3.095 5.255 1.663 -0.525
C 2.383 4.129 1.304 -0.540
H -1.543 4.020 0.933 0.607
H -2.340 3.233 2.443 0.453
H -1.720 -0.640 0.791 0.280
H -2.703 -2.596 1.946 0.378
H -4.995 -2.414 2.875 0.380
H -5.778 -0.102 3.463 0.368
H -4.565 1.911 2.516 0.674
H -2.361 3.843 -1.334 0.345
H -4.002 4.097 -3.309 0.331
H -6.421 3.451 -2.929 0.311
H -7.198 2.859 -0.697 0.339
H -5.527 2.583 1.161 0.238
H 1.320 0.208 3.304 0.367
H 1.287 -0.653 5.751 0.405
H 0.976 1.001 7.521 0.339
H -0.352 2.965 7.108 0.422
H -1.630 3.009 4.879 0.436
H -0.133 4.410 3.707 0.093
H 1.065 6.545 4.218 0.350
H 3.234 6.796 3.178 0.316
H 4.001 5.597 1.164 0.390
H 2.789 3.328 0.653 0.383
C 0.783 -3.830 -4.848 -0.575
N 1.827 -3.822 -4.060 -0.710
C 3.094 -3.502 -4.417 -0.546
C 4.178 -3.993 -3.670 0.789
C 5.430 -4.629 -4.099 -0.706
C 5.985 -5.256 -2.964 -0.274
C 5.232 -4.937 -1.849 -0.752
N 4.124 -4.288 -2.277 -0.404
C -0.341 -4.640 -4.502 1.155
C -0.495 -5.041 -3.172 0.009
C -1.564 -5.852 -2.783 -0.641
C -2.583 -6.112 -3.693 -0.495
C -2.350 -5.888 -5.035 -0.366
C -1.274 -5.130 -5.447 -0.633
H 0.769 -3.273 -5.807 0.354
H -3.172 -0.541 -4.666 0.276
H 3.348 -3.139 -5.443 0.337
H 5.943 -4.681 -5.045 0.384
H 6.961 -5.693 -3.073 0.369
H 5.212 -5.506 -0.868 0.243
H 0.280 -4.854 -2.410 -0.211
H -1.507 -6.246 -1.772 0.347
H -3.561 -6.497 -3.383 0.341
H -2.997 -6.341 -5.797 0.318
H -1.038 -4.991 -6.488 0.352
O -3.399 -1.480 -4.773 -0.445
N 7.800 1.371 0.595 -0.441
N 9.246 1.307 0.359 -0.438
H 7.500 1.827 -0.278 0.228
H 7.391 0.435 0.579 0.226
H 9.599 0.635 0.979 0.209
H 9.619 1.187 -0.612 0.218